ORCA calculation (wB97M-V/def2-TZVPD) on C12H18AsNO9SSiTi as an isolated structure.

The lowest unoccupied orbital energy (alpha / beta) comes out at 0.09942 / 0.09941 Eh. Its expectation value of S² is 0.7519. The value obtained for the electronic energy is -135329.897 eV.

The geometry in ORCA input format:
```
! RIJCOSX wB97M-V def2-TZVPD def2/J DEFGRID3
* xyz -1 2
Ti 0.549 0.868 -0.134
O 0.880 0.323 4.484
As 0.864 -0.484 2.903
O 2.146 -1.484 2.822
O 0.741 0.837 1.876
C -0.850 -1.387 3.022
C -1.244 -1.800 4.291
C -2.453 -2.451 4.478
C -3.286 -2.693 3.397
C -2.905 -2.289 2.128
C -1.692 -1.639 1.941
S -1.272 -1.173 0.279
O -1.530 0.282 0.142
O -2.064 -2.011 -0.575
O 0.193 -1.330 0.186
H 0.674 1.249 4.299
H -0.597 -1.595 5.134
H -2.744 -2.769 5.471
H -4.231 -3.201 3.539
H -3.525 -2.483 1.264
O 1.241 4.857 -0.916
C 1.376 3.664 -0.728
O 0.481 2.859 -0.251
H 2.348 3.180 -0.964
C -1.881 1.915 -2.832
Si -0.304 1.026 -3.292
C 0.776 2.194 -4.286
C -0.711 -0.474 -4.341
O 0.500 0.533 -1.962
H -2.411 2.276 -3.718
H -1.647 2.771 -2.194
H -2.545 1.252 -2.273
H 0.283 2.496 -5.214
H 1.728 1.723 -4.544
H 0.989 3.097 -3.709
H -1.281 -0.205 -5.235
H -1.304 -1.179 -3.753
H 0.201 -0.984 -4.658
C 4.405 -1.308 0.818
C 3.500 -0.282 0.339
N 2.778 0.522 -0.041
H 4.306 -2.196 0.195
H 4.090 -1.562 1.831
H 5.431 -0.945 0.783
*
```


ORCA calculation (wB97M-V/def2-TZVPD) on a 12-piece molecular cluster, C5H37N3O11 overall in a non-equilibrium geometry.

The lowest unoccupied orbital energy comes out at -0.17676 Eh. The value obtained for the electronic energy is -32764.671 eV.

The geometry in ORCA input format:
```
! RIJCOSX wB97M-V def2-TZVPD def2/J DEFGRID3
* xyz 2 1
C 2.303 0.675 -1.687
C 0.998 0.178 -1.061
C 1.375 -0.327 0.357
C 0.232 -0.260 1.301
C -0.625 -1.212 1.685
N -1.480 -1.255 2.752
N 0.254 1.087 1.873
N 0.295 -1.006 -1.795
H 3.149 0.561 -0.966
H 2.325 1.772 -1.777
H 2.651 0.068 -2.508
H 0.162 0.874 -1.040
H 2.047 0.444 0.750
H 2.001 -1.249 0.282
H -0.493 -2.179 1.185
H -1.427 -0.575 3.486
H -2.130 -1.996 2.923
H 1.146 1.302 2.346
H 0.190 1.825 1.165
H -0.620 1.210 2.464
H -0.755 -0.833 -1.764
H 0.393 -1.892 -1.273
H 0.697 -0.976 -2.751
H -0.952 3.615 0.318
H -0.587 3.386 -1.071
O -0.993 2.887 -0.330
H 0.169 4.433 2.019
H 1.756 4.329 2.169
O 0.922 3.849 2.130
H -1.768 5.761 1.834
H -1.018 6.402 0.534
O -1.088 5.683 1.166
H 0.841 4.520 -3.891
H 1.482 5.441 -2.956
O 1.157 4.535 -2.976
H 0.143 -4.755 -5.003
H 0.330 -5.627 -3.704
O 0.323 -4.735 -4.063
H 4.222 -0.354 3.811
H 3.409 -1.400 3.000
O 3.584 -0.456 3.057
H -2.406 -0.169 -0.446
H -2.805 -1.372 -1.469
O -2.184 -1.042 -0.810
H -2.636 2.496 3.533
H -2.400 2.656 2.007
O -2.262 2.064 2.750
H -2.176 -3.881 -1.604
H -2.901 -3.400 -2.930
O -2.437 -3.100 -2.131
H 1.746 -4.559 -0.909
H 0.975 -4.224 -2.080
O 1.324 -3.787 -1.307
H -0.426 -4.471 0.877
H -1.889 -4.387 0.435
O -0.993 -4.504 0.089
*
```


ORCA calculation (wB97M-V/def2-TZVPD) on C3H7IN2S in the gas phase in a non-equilibrium geometry.

Its SMILES is [H]/N=C\N[C@H](I)SC. The lowest unoccupied orbital energy comes out at 0.00295 Eh. The value obtained for the electronic energy is -25138.494 eV.

The geometry in ORCA input format:
```
! RIJCOSX wB97M-V def2-TZVPD def2/J DEFGRID3
* xyz 0 1
H -0.685 -2.935 2.487
N -0.442 -3.249 1.513
C 0.001 -2.578 0.553
N 0.029 -1.110 0.444
C 0.262 0.062 -0.502
I 2.348 0.726 -0.089
S -0.926 1.271 -0.083
C -0.307 2.790 -0.841
H 0.239 -2.955 -0.459
H -0.326 -0.890 1.308
H 0.252 -0.345 -1.469
H -0.664 3.592 -0.378
H -0.511 2.934 -1.886
H 0.730 2.686 -0.599
*
```


ORCA calculation (wB97M-V/def2-TZVPD) on C3H6O3 in the gas phase.

Its SMILES is O=C[C@H](O)CO. The lowest unoccupied orbital energy comes out at 0.02206 Eh. The value obtained for the electronic energy is -9349.827 eV.

The geometry in ORCA input format:
```
! RIJCOSX wB97M-V def2-TZVPD def2/J DEFGRID3
* xyz 0 1
O -0.502 -1.768 0.870
C -1.068 -0.804 0.395
C -0.411 0.017 -0.680
O 0.368 -0.763 -1.535
C 0.458 1.044 0.106
O 1.500 0.396 0.783
H -2.027 -0.442 0.804
H -1.149 0.547 -1.290
H 0.914 -1.326 -0.975
H 0.928 1.722 -0.615
H -0.164 1.644 0.794
H 1.135 -0.305 1.338
*
```


ORCA calculation (wB97M-V/def2-TZVPD) on C6H14N2O2 in the gas phase in a non-equilibrium geometry.

Its SMILES is C[C@@H](C(N)=O)[C@@](C)(N)CO. The lowest unoccupied orbital energy comes out at 0.02005 Eh. The value obtained for the electronic energy is -13524.101 eV.

The geometry in ORCA input format:
```
! RIJCOSX wB97M-V def2-TZVPD def2/J DEFGRID3
* xyz 0 1
C 0.407 -0.080 1.927
C 0.647 0.469 0.533
C 2.003 -0.283 -0.092
N 1.904 -1.627 -0.213
O 2.979 0.352 -0.437
C -0.434 0.551 -0.529
C -0.950 1.986 -0.631
N -0.122 0.093 -1.849
C -1.700 -0.421 -0.015
O -1.311 -1.782 -0.030
H -0.270 -0.919 2.066
H 1.298 -0.493 2.400
H 0.090 0.718 2.598
H 1.054 1.476 0.662
H 1.002 -2.068 -0.110
H 2.719 -2.137 -0.522
H -1.623 2.098 -1.479
H -1.482 2.301 0.264
H -0.119 2.665 -0.801
H -0.020 -0.911 -1.919
H 0.527 0.679 -2.357
H -2.480 -0.244 -0.760
H -2.107 -0.100 0.949
H -2.011 -2.325 0.345
*
```


ORCA calculation (wB97M-V/def2-TZVPD) on a 2-piece molecular cluster, C7H10INO2 overall in a non-equilibrium geometry.

The lowest unoccupied orbital energy (alpha / beta) comes out at -0.03823 / -0.03822 Eh. The value obtained for the electronic energy is -21101.729 eV.

The geometry in ORCA input format:
```
! RIJCOSX wB97M-V def2-TZVPD def2/J DEFGRID3
* xyz 0 1
C 1.975 -0.774 1.208
C 2.268 -0.299 -0.017
C -0.188 0.441 1.127
C 0.524 -0.777 1.641
C 1.167 0.358 -0.754
C -1.998 1.952 1.189
C -0.961 -1.200 -2.443
N 0.126 0.871 -0.082
O -1.194 0.883 1.814
O -0.006 -1.587 -1.493
I 1.614 1.047 -2.631
H 2.650 -1.346 1.904
H 3.251 -0.416 -0.455
H 0.105 -1.583 1.265
H 0.446 -0.788 2.767
H -1.416 2.695 0.562
H -2.334 2.467 2.025
H -2.550 1.547 0.403
H -0.606 -1.704 -3.388
H -0.993 -0.044 -2.556
H -1.879 -1.742 -2.087
*
```


ORCA calculation (wB97M-V/def2-TZVPD) on an isolated ion of composition C6H12IN2 and charge +1 in a non-equilibrium geometry.

Its SMILES is C=[N+](C)/C=C\N(C)CI. The lowest unoccupied orbital energy comes out at -0.15532 Eh. The value obtained for the electronic energy is -17487.851 eV.

The geometry in ORCA input format:
```
! RIJCOSX wB97M-V def2-TZVPD def2/J DEFGRID3
* xyz 1 1
C 0.226 -1.131 -0.638
N 0.909 -0.140 -1.334
C 1.046 -0.180 -2.749
C 1.242 0.980 -0.557
C 0.427 1.143 0.462
N -0.432 0.144 0.861
C 0.096 -0.531 2.019
C -1.874 0.395 0.935
I -3.161 -1.191 0.457
H -0.409 -1.698 -1.332
H 0.600 -1.619 0.217
H 1.188 0.825 -3.190
H 1.866 -0.883 -3.168
H 0.158 -0.617 -3.179
H 2.000 1.667 -0.949
H 0.357 2.068 0.950
H 1.067 -0.959 1.685
H 0.218 0.201 2.830
H -0.397 -1.433 2.366
H -2.266 0.928 1.880
H -2.100 1.165 0.143
*
```


ORCA calculation (wB97M-V/def2-TZVPD) on C3H2INOS in the gas phase in a non-equilibrium geometry.

The lowest unoccupied orbital energy comes out at 0.00820 Eh. The value obtained for the electronic energy is -25613.629 eV.

The geometry in ORCA input format:
```
! RIJCOSX wB97M-V def2-TZVPD def2/J DEFGRID3
* xyz 0 1
C -0.943 -1.150 -0.029
C -1.831 -0.248 -0.121
C -0.901 1.629 0.042
N 0.339 1.212 0.118
O -1.478 2.652 -0.026
S 0.745 -0.463 0.055
I -3.809 0.130 0.068
H -0.736 -2.277 0.014
H 1.130 1.985 0.122
*
```


ORCA calculation (wB97M-V/def2-TZVPD) on a 5-piece molecular cluster, C30H34O4 overall in a non-equilibrium geometry.

Its SMILES is CCOC(=O)OC[C@@H]1CO1.c1ccccc1.c1ccccc1.c1ccccc1.c1ccccc1. The lowest unoccupied orbital energy comes out at 0.01835 Eh. The value obtained for the electronic energy is -39846.976 eV.

The geometry in ORCA input format:
```
! RIJCOSX wB97M-V def2-TZVPD def2/J DEFGRID3
* xyz 0 1
C -0.447 4.812 4.190
C 0.954 4.894 3.621
O 1.426 3.551 3.393
C 2.140 3.367 2.284
O 2.846 4.176 1.749
O 1.949 2.106 1.879
C 2.719 1.697 0.767
C 1.967 0.608 0.037
C 0.411 0.872 -0.214
O 1.172 -0.228 0.698
H -1.073 4.160 3.581
H -0.424 4.427 5.210
H -0.884 5.812 4.219
H 1.628 5.382 4.328
H 0.985 5.461 2.691
H 2.881 2.521 0.072
H 3.680 1.294 1.107
H 2.492 0.162 -0.814
H -0.545 0.351 -0.150
H 0.552 0.527 -1.278
C -4.452 -2.991 -0.855
C -4.917 -2.071 0.076
C -4.017 -1.347 0.848
C -2.653 -1.551 0.690
C -2.188 -2.478 -0.233
C -3.088 -3.194 -1.010
H -5.154 -3.549 -1.461
H -5.981 -1.915 0.199
H -4.377 -0.625 1.569
H -1.948 -0.991 1.294
H -1.123 -2.640 -0.343
H -2.725 -3.913 -1.734
C -1.892 5.301 -3.539
C -3.008 4.526 -3.823
C -3.176 3.296 -3.202
C -2.227 2.841 -2.297
C -1.108 3.614 -2.016
C -0.941 4.845 -2.636
H -1.763 6.262 -4.021
H -3.747 4.881 -4.530
H -4.048 2.693 -3.422
H -2.361 1.884 -1.807
H -0.370 3.253 -1.309
H -0.070 5.448 -2.415
C -0.166 -4.117 -5.791
C 0.315 -5.358 -5.397
C 0.480 -5.643 -4.048
C 0.166 -4.685 -3.094
C -0.311 -3.443 -3.489
C -0.478 -3.158 -4.837
H -0.298 -3.897 -6.843
H 0.562 -6.104 -6.141
H 0.853 -6.611 -3.741
H 0.292 -4.907 -2.041
H -0.555 -2.694 -2.745
H -0.853 -2.190 -5.144
C 3.752 -1.415 5.543
C 4.147 -2.738 5.394
C 3.973 -3.383 4.177
C 3.402 -2.704 3.109
C 3.003 -1.383 3.258
C 3.179 -0.738 4.475
H 3.890 -0.913 6.492
H 4.590 -3.267 6.228
H 4.281 -4.414 4.062
H 3.265 -3.206 2.159
H 2.550 -0.856 2.430
H 2.864 0.292 4.589
*
```


ORCA calculation (wB97M-V/def2-TZVPD) on C16H18B2Cl5F4IrN4O4Te as an isolated structure in a non-equilibrium geometry.

The lowest unoccupied orbital energy (alpha / beta) comes out at -0.43151 / -0.43599 Eh. Its expectation value of S² is 0.7702. The value obtained for the electronic energy is -115975.494 eV.

The geometry in ORCA input format:
```
! RIJCOSX wB97M-V def2-TZVPD def2/J DEFGRID3
* xyz 3 2
Ir 0.072 0.697 0.370
C 1.125 4.269 -1.639
C 1.079 2.988 -0.890
N 0.037 2.605 -0.204
O -1.067 3.315 -0.214
B -2.284 2.772 0.605
F -1.850 2.531 1.890
F -3.272 3.637 0.419
O -2.743 1.425 -0.010
N -1.901 0.418 0.074
C -2.216 -0.758 -0.390
C -3.561 -1.086 -0.928
C -1.078 -1.732 -0.412
N 0.006 -1.303 0.164
O 1.179 -2.039 0.039
B 2.164 -1.380 -0.836
F 1.787 -1.229 -2.101
F 3.349 -2.339 -0.575
O 2.824 -0.151 -0.271
N 1.979 0.943 -0.198
C 2.183 1.985 -0.941
C 3.369 2.213 -1.792
C -1.179 -3.030 -1.117
H 0.347 4.939 -1.282
H 0.957 4.090 -2.704
H 2.094 4.755 -1.527
H -4.255 -0.276 -0.723
H -3.939 -2.004 -0.476
H -3.515 -1.241 -2.009
H 4.014 1.344 -1.846
H 3.933 3.061 -1.390
H 3.054 2.505 -2.796
H -2.210 -3.369 -1.168
H -0.564 -3.786 -0.638
H -0.819 -2.903 -2.144
Cl 2.231 2.903 2.016
C 1.013 2.077 2.906
C 0.231 1.040 2.333
C -0.665 0.358 3.244
Cl -1.555 -1.010 2.749
C -0.866 0.758 4.543
Cl -1.966 -0.031 5.561
C -0.152 1.878 5.040
Cl -0.417 2.433 6.578
C 0.825 2.512 4.200
Cl 1.712 3.797 4.834
C 3.818 -4.290 1.437
Te 3.761 -2.193 1.406
C 5.771 -1.912 0.871
H 4.122 -4.664 0.457
H 2.844 -4.664 1.744
H 4.576 -4.554 2.184
H 6.374 -2.275 1.711
H 5.945 -0.848 0.725
H 5.985 -2.504 -0.019
*
```


ORCA calculation (wB97M-V/def2-TZVPD) on a 2-piece molecular cluster, C3H6O5 overall in a non-equilibrium geometry.

Its SMILES is O=COCC(=O)O.O. The lowest unoccupied orbital energy comes out at 0.00687 Eh. The value obtained for the electronic energy is -13444.886 eV.

The geometry in ORCA input format:
```
! RIJCOSX wB97M-V def2-TZVPD def2/J DEFGRID3
* xyz 0 1
O 1.448 1.969 -0.413
C 0.258 1.939 -0.631
O -0.560 0.950 -0.304
C -0.128 -0.244 0.293
C 0.477 0.059 1.648
O 1.691 -0.135 1.829
O -0.323 0.786 2.502
H -0.328 2.747 -1.113
H -0.814 -1.097 0.458
H 0.738 -0.616 -0.288
H -1.294 0.751 2.281
O 0.009 -2.313 -2.083
H -0.690 -1.649 -2.277
H -0.484 -3.146 -1.903
*
```


ORCA calculation (wB97M-V/def2-TZVPD) on C45H36F2KN5O3S as an isolated structure.

The lowest unoccupied orbital energy comes out at 0.13706 Eh. The value obtained for the electronic energy is -93436.025 eV.

The geometry in ORCA input format:
```
! RIJCOSX wB97M-V def2-TZVPD def2/J DEFGRID3
* xyz -2 1
K 0.248 -1.062 0.371
C -1.602 -3.803 -1.276
O -1.846 -2.898 -0.238
C -3.032 -2.192 -0.262
C -4.047 -2.446 -1.155
C -5.252 -1.718 -1.114
C -5.409 -0.775 -0.112
C -4.401 -0.507 0.796
C -3.136 -1.157 0.734
N -2.086 -0.878 1.514
N -2.506 -0.289 2.695
C -1.681 0.333 3.475
C -0.357 0.864 3.283
O 0.248 0.897 1.990
C 0.327 1.565 4.254
C -0.175 1.810 5.517
C -1.458 1.299 5.825
C -2.048 1.489 7.095
C -3.280 0.968 7.407
C -3.977 0.217 6.456
C -3.421 0.024 5.209
C -2.185 0.563 4.855
H -2.359 -4.598 -1.311
H -0.625 -4.239 -1.071
H -1.575 -3.294 -2.246
H -3.930 -3.221 -1.900
H -6.041 -1.930 -1.823
H -6.340 -0.220 -0.045
H -4.527 0.246 1.558
H 1.296 1.972 3.979
H 0.393 2.361 6.254
H -1.498 2.063 7.832
H -3.702 1.129 8.392
H -4.936 -0.221 6.698
H -3.933 -0.555 4.452
F -1.926 4.967 0.933
C -0.795 4.188 0.942
C -0.840 2.933 1.496
C 0.312 2.139 1.471
C 1.519 2.619 0.909
C 1.465 3.905 0.361
F 2.581 4.417 -0.251
C 0.353 4.712 0.358
C 2.766 1.819 0.884
C 4.031 2.412 0.998
C 5.150 1.611 0.911
C 4.996 0.243 0.721
C 3.706 -0.267 0.654
N 2.629 0.497 0.739
H -1.745 2.533 1.928
H 0.373 5.688 -0.099
H 4.129 3.476 1.161
H 6.138 2.052 0.992
H 5.847 -0.418 0.634
H 3.511 -1.323 0.529
O -1.701 -0.524 -2.152
C -1.408 -0.396 -3.512
C -1.982 0.889 -4.092
C -1.488 2.109 -3.312
C 0.003 2.263 -3.395
C 0.608 2.802 -4.528
C 1.989 2.899 -4.576
C 2.727 2.450 -3.488
C 2.038 1.925 -2.407
N 0.714 1.834 -2.354
H -2.650 -0.666 -2.015
H -1.754 -1.267 -4.091
H -0.318 -0.372 -3.575
H -3.076 0.854 -4.042
H -1.707 0.969 -5.149
H -1.761 1.996 -2.263
H -1.972 3.008 -3.703
H -0.004 3.143 -5.354
H 2.481 3.320 -5.445
H 3.806 2.496 -3.473
H 2.571 1.551 -1.542
S 3.645 -5.355 -0.273
C 3.141 -5.228 1.357
C 2.336 -4.149 1.572
C 2.061 -3.328 0.424
C 2.703 -3.866 -0.646
C 2.728 -3.383 -2.016
C 3.261 -4.150 -3.069
C 3.265 -3.646 -4.349
C 2.732 -2.382 -4.579
C 2.222 -1.702 -3.484
N 2.213 -2.167 -2.247
H 3.471 -5.962 2.075
H 1.934 -3.942 2.555
H 3.655 -5.137 -2.867
H 3.671 -4.235 -5.166
H 2.707 -1.940 -5.567
H 1.796 -0.712 -3.613
*
```


ORCA calculation (wB97M-V/def2-TZVPD) on a 2-piece molecular cluster, C6H16O overall in a non-equilibrium geometry.

Its SMILES is CCC(C)(C)C.O. The lowest unoccupied orbital energy comes out at 0.02711 Eh. The value obtained for the electronic energy is -8528.819 eV.

The geometry in ORCA input format:
```
! RIJCOSX wB97M-V def2-TZVPD def2/J DEFGRID3
* xyz 0 1
C 0.000 0.000 0.000
C 0.204 1.506 0.166
C -0.406 2.592 -0.788
C -1.890 2.540 -0.731
C -0.050 3.983 -0.379
C 0.119 2.306 -2.251
H 0.210 -0.537 0.940
H 0.735 -0.317 -0.758
H -1.008 -0.281 -0.348
H -0.164 1.769 1.176
H 1.310 1.526 0.195
H -2.277 3.443 -1.233
H -2.153 2.593 0.339
H -2.382 1.656 -1.170
H -0.495 4.292 0.582
H -0.457 4.627 -1.178
H 1.041 4.135 -0.327
H -0.242 3.135 -2.882
H -0.270 1.358 -2.658
H 1.221 2.282 -2.297
O -0.912 6.805 -1.522
H -1.445 7.632 -1.524
H -0.965 6.477 -0.596
*
```


ORCA calculation (wB97M-V/def2-TZVPD) on a 2-piece molecular cluster, CH7N2O overall in a non-equilibrium geometry.

The lowest unoccupied orbital energy comes out at 0.17900 Eh. The value obtained for the electronic energy is -6178.263 eV.

The geometry in ORCA input format:
```
! RIJCOSX wB97M-V def2-TZVPD def2/J DEFGRID3
* xyz -1 1
N -0.774 -2.007 1.699
H -1.069 -2.746 1.080
H -0.332 -1.265 1.105
H -1.623 -1.517 1.994
N 0.112 1.666 -1.476
C 0.433 0.314 -0.856
O 0.450 0.284 0.455
H 0.845 2.300 -1.154
H -0.681 2.011 -0.942
H 1.368 0.012 -1.384
H -0.331 -0.324 -1.396
*
```